Record 1
{
  "formula": "C5H14",
  "method": "ωB97M-V with the def2-TZVPD basis set",
  "species": ["C", "C", "C", "H", "H", "H", "H", "H", "H", "H", "H", "C", "C", "H", "H", "H", "H", "H", "H"],
  "xyz": [[1.377, -0.842, -0.725], [0.710, -0.214, -1.982], [1.047, -2.272, -0.474], [2.469, -0.662, -0.844], [1.035, -0.251, 0.146], [0.502, 0.821, -1.871], [1.795, -3.149, -0.519], [0.229, -2.372, 0.376], [0.426, -2.570, -1.328], [1.267, -0.432, -2.887], [-0.372, -0.714, -1.949], [-0.646, 1.187, 1.317], [-2.032, 1.838, 1.663], [-0.413, 1.492, 0.478], [-0.017, 1.709, 2.210], [-0.507, 0.117, 1.167], [-1.717, 2.881, 1.516], [-2.320, 1.690, 2.689], [-2.833, 1.744, 1.018]],
  "lowdin_charge": [-0.1818, 0.0243, -0.0171, 0.1595, 0.1257, 0.0774, 0.1466, 0.1639, 0.1396, 0.1112, 0.1612, -0.1274, -0.1053, -0.0629, 0.1516, 0.0454, 0.0827, 0.0681, 0.0372],
  "total_energy_ha": -198.39497,
  "spin_multiplicity": 2,
  "s2": 0.7526,
  "charge": 1,
  "e_above_lowest_ev": 2.503,
  "e_lumo_ev": [-3.038, -11.066]
}

Record 2
{
  "formula": "C5H7NO2",
  "method": "ωB97M-V with the def2-TZVPD basis set",
  "species": ["C", "C", "N", "C", "O", "H", "H", "H", "C", "C", "O", "H", "H", "H", "H"],
  "xyz": [[-1.363, -0.943, -1.266], [-0.970, 0.115, -0.623], [-0.767, 1.240, -0.164], [-1.439, 2.204, 0.522], [-2.327, 2.873, 0.064], [-1.884, -0.882, -2.205], [-1.130, -1.917, -0.870], [-0.989, 2.377, 1.515], [1.982, -0.813, -0.049], [0.913, -0.620, 0.996], [0.199, -1.477, 1.460], [2.010, 0.070, -0.687], [2.950, -0.910, 0.440], [1.766, -1.693, -0.649], [1.048, 0.375, 1.516]],
  "lowdin_charge": [0.0532, -0.1647, 0.1432, -0.3395, 0.0725, 0.0724, 0.0654, 0.1314, -0.0522, -0.3831, 0.0368, 0.0782, 0.0858, 0.0804, 0.1201],
  "total_energy_ha": -399.86669,
  "spin_multiplicity": 1,
  "charge": 0,
  "smiles": "C=C=NC=O.CC=O",
  "e_above_lowest_ev": 2.690,
  "e_lumo_ev": 0.498
}

Copy entry 2 word for word.
{
  "formula": "C5H7NO2",
  "method": "ωB97M-V with the def2-TZVPD basis set",
  "species": ["C", "C", "N", "C", "O", "H", "H", "H", "C", "C", "O", "H", "H", "H", "H"],
  "xyz": [[-1.363, -0.943, -1.266], [-0.970, 0.115, -0.623], [-0.767, 1.240, -0.164], [-1.439, 2.204, 0.522], [-2.327, 2.873, 0.064], [-1.884, -0.882, -2.205], [-1.130, -1.917, -0.870], [-0.989, 2.377, 1.515], [1.982, -0.813, -0.049], [0.913, -0.620, 0.996], [0.199, -1.477, 1.460], [2.010, 0.070, -0.687], [2.950, -0.910, 0.440], [1.766, -1.693, -0.649], [1.048, 0.375, 1.516]],
  "lowdin_charge": [0.0532, -0.1647, 0.1432, -0.3395, 0.0725, 0.0724, 0.0654, 0.1314, -0.0522, -0.3831, 0.0368, 0.0782, 0.0858, 0.0804, 0.1201],
  "total_energy_ha": -399.86669,
  "spin_multiplicity": 1,
  "charge": 0,
  "smiles": "C=C=NC=O.CC=O",
  "e_above_lowest_ev": 2.690,
  "e_lumo_ev": 0.498
}